Below is a cluster of 2 separate species, C4H13N2O in total, with properties calculated with ωB97M-V/def2-TZVPD.

Structure (XYZ):
```
20
Properties=species:S:1:pos:R:3:forces:R:3:lowdin_charge:R:1
H -3.072 0.721 -0.365 -0.03 0.05 -0.03 0.08
C -2.073 0.375 -0.675 -0.06 -0.01 0.34 -0.31
C 2.339 -0.635 -0.059 -0.05 -0.17 -0.10 -0.19
H 2.933 -1.555 0.021 -0.03 -0.01 -0.05 0.06
H -2.852 -0.833 -2.163 -0.07 0.07 -0.02 0.04
N -2.073 -0.202 -2.021 0.11 -0.19 -0.16 -0.04
C 1.307 -1.001 2.077 0.02 -0.09 -0.05 -0.18
H 0.577 0.149 0.613 -0.21 -0.02 -0.19 0.03
H -1.637 2.482 -0.704 -0.02 0.02 -0.10 0.07
H 2.978 0.187 0.307 0.03 0.07 0.06 0.06
C -1.060 1.538 -0.525 0.11 0.24 -0.10 -0.52
H 0.538 -0.476 2.648 -0.08 -0.10 -0.01 0.07
H -1.773 -0.384 0.050 0.11 -0.08 -0.14 0.09
H 1.261 -2.071 2.318 0.05 0.02 0.07 0.05
H 2.142 -0.452 -1.120 -0.01 -0.03 0.09 0.06
H -2.119 0.518 -2.731 -0.07 0.08 0.06 0.04
H -0.382 1.464 -1.420 -0.04 -0.11 0.05 0.08
H 2.279 -0.624 2.431 0.07 0.04 0.06 0.06
O -0.402 1.561 0.656 0.01 -0.05 0.09 -0.36
N 1.092 -0.762 0.663 0.17 0.27 0.15 -0.18
```
Forces are in eV/Å.

Summary:
Energy relative to the best compared isomer or geometry (same formula, charge and spin): 25.7 kcal/mol
HOMO-LUMO gap: 7.0450 eV
Energy: -9385.7502 eV
Charge: -1
Max |F|: 0.3 eV Å⁻¹

Below is a cluster of 2 separate species, C4H13N2O in total, with properties calculated with ωB97M-V/def2-TZVPD.

Structure (XYZ):
```
20
Properties=species:S:1:pos:R:3:forces:R:3:lowdin_charge:R:1
H -0.376 0.001 1.158 -0.13 -0.05 0.00 0.05
H 0.288 1.485 1.807 -0.03 0.12 0.12 0.06
H 2.620 0.516 1.388 -0.01 -0.04 0.14 0.11
H -3.482 -1.012 -1.257 0.17 -0.13 0.06 0.02
C 1.846 -1.263 0.437 -0.25 0.15 -0.30 -0.10
H 1.913 -1.955 1.277 -0.09 0.05 0.12 0.06
H 0.976 -1.496 -0.188 -0.05 -0.07 0.23 0.06
H -2.032 1.124 -0.109 -0.07 0.16 0.35 0.06
H 2.705 -1.401 -0.209 0.38 -0.01 -0.03 0.06
C 0.473 0.417 1.695 0.11 0.11 0.04 -0.09
C 1.723 0.210 0.835 0.02 -0.45 0.10 -0.54
H 0.545 -0.027 2.696 0.06 -0.06 -0.13 0.06
H -2.141 -1.524 -0.489 -0.07 0.01 -0.02 0.03
N 1.696 0.974 -0.396 0.15 0.29 -0.42 0.00
H 1.674 1.965 -0.181 -0.08 0.01 -0.01 0.05
N -2.832 -0.777 -0.511 -0.36 -0.10 0.08 -0.04
C -2.028 0.409 -0.952 0.07 0.11 -0.15 -0.61
H -2.646 0.899 -1.742 -0.08 0.08 -0.11 0.07
H 0.820 0.750 -0.912 -0.04 0.02 0.22 0.03
O -0.797 0.080 -1.333 0.33 -0.19 -0.32 -0.33
```
Forces are in eV/Å.

Summary:
Energy relative to the best compared isomer or geometry (same formula, charge and spin): 3.5 kcal/mol
HOMO-LUMO gap: 7.2009 eV
Energy: -9386.7126 eV
Charge: -1
Max |F|: 0.5 eV Å⁻¹

Below is a cluster of 2 separate species, C4H13N2O in total in a non-equilibrium geometry, with properties calculated with ωB97M-V/def2-TZVPD.

Structure (XYZ):
```
20
Properties=species:S:1:pos:R:3:forces:R:3:lowdin_charge:R:1
H 2.226 1.756 0.442 0.88 -0.52 -0.30 0.12
H 2.595 2.024 2.924 0.26 0.28 -0.62 0.10
C 1.249 -0.422 -0.548 -1.75 0.84 1.12 -0.17
H -1.922 -0.273 -0.634 -0.14 -0.17 -0.09 0.11
H -3.768 -1.737 -0.845 0.07 -0.12 0.15 0.06
H 0.963 1.615 3.019 0.26 -0.34 0.25 0.10
H 1.637 -1.456 -0.498 -0.05 0.63 0.17 0.12
H -0.782 0.912 -0.271 -0.41 0.03 -0.08 0.14
N 1.782 1.698 2.437 -1.27 0.36 0.54 0.07
C 0.844 0.165 0.818 2.03 1.39 -1.11 -0.14
N -1.197 0.330 -1.035 1.29 -0.28 0.78 0.17
H -3.079 -2.886 -0.129 0.15 -0.06 0.12 0.07
C 1.684 1.190 1.179 -1.02 -0.56 1.05 -0.20
O -2.967 -1.956 -0.349 -0.23 0.39 -0.34 -0.05
H 0.087 -0.178 1.497 0.08 -0.76 0.29 0.10
H -0.111 -1.543 -1.402 -1.40 0.28 -1.49 0.12
H -1.538 0.915 -1.788 -0.33 0.01 0.07 0.16
H 2.036 0.253 -0.858 0.10 -0.22 -0.64 0.09
C 0.001 -0.465 -1.512 1.55 0.17 0.17 -0.12
H 0.261 0.059 -2.447 -0.09 -1.36 -0.04 0.13
```
Forces are in eV/Å.

Summary:
Energy relative to the best compared isomer or geometry (same formula, charge and spin): 60.6 kcal/mol
HOMO-LUMO gap: 8.7601 eV
Energy: -9378.9561 eV
Charge: +1
Max |F|: 2.7 eV Å⁻¹

Below is a cluster of 2 separate species, C4H13N2O in total, with properties calculated with ωB97M-V/def2-TZVPD.

Structure (XYZ):
```
20
Properties=species:S:1:pos:R:3:forces:R:3:lowdin_charge:R:1
H -1.464 -2.584 -1.144 -0.14 -0.12 0.03 0.09
H -0.171 -3.733 -0.690 -0.09 0.02 -0.01 0.09
H 1.353 -1.562 1.777 0.04 0.00 0.10 0.09
H 0.610 0.964 -0.884 0.02 0.09 0.07 0.14
C -1.094 1.524 0.087 0.03 -0.24 -0.15 -0.10
O 0.961 2.686 0.116 0.13 -0.08 0.03 0.09
H -1.872 1.976 -0.523 -0.10 0.21 0.03 0.14
N -0.156 -1.856 0.340 0.34 -0.62 -0.07 -0.20
H -0.241 -0.451 -0.202 -0.23 -0.04 0.00 0.09
H -0.504 3.264 1.375 -0.03 0.02 -0.07 0.14
C -0.139 2.593 0.584 -0.09 0.12 0.05 -0.20
H 0.186 -2.324 -1.687 0.10 -0.01 -0.02 0.09
C -0.422 -2.685 -0.858 0.18 0.22 -0.02 -0.09
C 1.239 -2.035 0.806 -0.09 0.34 -0.16 -0.08
H -1.587 1.014 0.914 0.07 -0.04 0.04 0.13
H -0.752 -2.229 1.072 -0.15 0.36 0.05 0.13
H 1.922 -1.546 0.107 -0.02 -0.07 0.00 0.09
N -0.324 0.557 -0.735 0.12 0.00 0.04 0.13
H -0.732 0.413 -1.654 -0.10 0.00 0.02 0.16
H 1.512 -3.084 0.878 0.02 -0.14 0.03 0.09
```
Forces are in eV/Å.

Summary:
Energy relative to the best compared isomer or geometry (same formula, charge and spin): 41.7 kcal/mol
HOMO-LUMO gap: 11.4133 eV
Energy: -9379.7739 eV
Charge: +1
Max |F|: 0.7 eV Å⁻¹

Below is a cluster of 2 separate species, C4H13N2O in total in a non-equilibrium geometry, with properties calculated with ωB97M-V/def2-TZVPD.

Structure (XYZ):
```
20
Properties=species:S:1:pos:R:3:forces:R:3:lowdin_charge:R:1
H -1.775 -0.786 1.654 -0.11 -0.23 -0.16 0.16
H 0.099 -1.494 -3.515 0.19 0.21 0.39 0.11
C 0.454 -0.504 -3.179 -0.49 -0.75 -1.69 0.00
H -0.384 -1.311 0.940 0.15 -0.09 -0.39 0.11
H -0.568 0.583 3.176 0.09 0.34 0.00 0.13
N -1.051 0.979 -1.951 0.44 -0.48 -0.83 0.16
H -1.269 1.533 -1.140 -0.03 -0.49 0.25 0.10
C 1.338 0.428 2.144 0.79 -0.04 0.62 -0.08
H 1.829 -0.330 2.762 -0.25 -0.19 -0.18 0.09
H 1.535 -0.555 -3.133 0.09 0.04 0.46 0.10
O -0.029 -0.694 -0.855 0.38 -0.30 0.45 0.00
C -0.206 -0.122 -1.922 -1.13 1.64 1.06 -0.54
H -1.421 1.352 -2.814 0.44 -0.08 0.02 0.11
H -0.526 1.125 1.459 -0.34 -0.17 0.19 0.12
H -0.711 -1.597 2.601 0.23 -0.24 -0.21 0.17
H 1.791 0.434 1.152 -0.38 -0.22 -0.03 0.08
C -0.163 0.397 2.185 -0.08 -0.38 -0.38 -0.19
H 1.647 1.356 2.623 -0.08 0.22 -0.06 0.09
N -0.785 -0.958 1.812 0.05 1.02 0.39 0.19
H 0.196 0.163 -4.000 0.03 0.18 0.10 0.08
```
Forces are in eV/Å.

Summary:
Energy relative to the best compared isomer or geometry (same formula, charge and spin): 11.7 kcal/mol
HOMO-LUMO gap: 10.8071 eV
Energy: -9381.0752 eV
Charge: +1
Max |F|: 2.3 eV Å⁻¹

Below is the ion C4H13N2O with charge +1 in a non-equilibrium geometry, with properties calculated with ωB97M-V/def2-TZVPD.

Structure (XYZ):
```
20
Properties=species:S:1:pos:R:3:forces:R:3:lowdin_charge:R:1
H -2.345 -0.298 -1.736 1.40 0.51 0.95 0.16
H 0.568 -0.828 -0.828 -0.85 0.15 -0.49 0.12
C 0.465 0.630 1.300 1.51 0.17 0.36 -0.19
H 2.442 -0.037 0.742 -1.82 -1.51 1.14 0.16
C -1.484 -0.202 -0.994 1.48 0.53 -1.04 -0.09
H 0.803 2.010 -0.250 0.56 -0.45 0.54 0.14
H 1.940 -0.783 2.377 -0.66 0.68 -1.01 0.13
H 0.035 -0.426 -2.363 0.61 0.25 -1.84 0.14
C -0.877 1.165 -0.631 -3.85 2.74 0.37 -0.25
H -1.734 -0.710 -0.090 -0.30 -0.56 0.51 0.10
H 0.262 -1.990 1.316 1.63 0.23 -1.07 0.14
H -0.455 -1.898 -1.580 0.69 1.08 -0.88 0.19
H -1.587 1.643 0.145 0.62 -0.64 -1.06 0.15
O 1.050 -1.728 0.741 -1.31 0.73 1.09 -0.12
H -0.931 1.942 -1.463 0.33 -1.36 0.66 0.15
H 0.631 1.453 2.016 0.55 -0.26 -0.30 0.14
N 0.426 1.080 -0.078 0.53 1.03 -0.88 -0.12
C 1.535 -0.496 1.358 1.68 0.73 0.47 -0.20
N -0.221 -0.876 -1.532 -1.80 -3.03 2.00 0.15
H -0.525 0.349 1.549 -0.99 -1.01 0.48 0.10
```
Forces are in eV/Å.

Summary:
Energy relative to the best compared isomer or geometry (same formula, charge and spin): 62.0 kcal/mol
HOMO-LUMO gap: 10.5847 eV
Energy: -9378.8965 eV
Charge: +1
Max |F|: 4.7 eV Å⁻¹

Listing E_LUMO for the structures above in their given order: 4.3; 4.2; -3.0; -3.1; -3.1; -3.1 eV.